Record 1
Entry from the OMol25 dataset: a molecular structure, C23H32BFI2NO9PS (the ωB97M-V functional and the def2-TZVPD basis).

## Properties
E_tot: -3086.9980 Ha

Geometry (Å):
C  0.468  0.935  3.994
B  -0.327  1.249  2.607
O  -1.583  1.911  2.746
C  0.288  0.774  1.182
C  0.463  2.121  0.372
F  1.593  2.135  -0.441
O  0.748  3.080  1.380
C  0.787  4.413  0.850
C  2.009  5.234  1.498
C  2.663  6.076  0.322
O  3.051  4.372  1.970
O  -0.720  2.586  -0.268
S  -0.969  1.591  -1.584
O  -2.378  1.869  -2.012
O  -0.126  1.942  -2.772
C  -0.758  -0.231  -1.111
C  0.214  -0.922  -2.116
C  1.709  -0.422  -2.111
C  2.696  -1.543  -2.685
I  1.976  -2.482  -4.498
O  -2.133  -0.688  -1.251
N  -2.255  -1.726  -2.120
O  -3.371  -1.867  -2.450
C  -0.432  -0.429  0.450
I  0.880  -2.183  0.810
P  -2.028  -1.050  1.310
O  -2.313  -2.525  0.959
H  1.302  0.226  3.758
H  0.792  1.864  4.523
H  -0.265  0.356  4.631
H  -1.514  2.532  3.484
H  1.348  0.465  1.407
H  -0.164  4.932  1.164
H  0.919  4.491  -0.253
H  1.601  5.931  2.272
H  1.949  6.867  -0.051
H  2.853  5.414  -0.572
H  3.640  6.531  0.611
H  2.799  4.158  2.880
H  -0.168  -0.685  -3.152
H  0.247  -2.039  -2.071
H  2.102  -0.212  -1.073
H  1.900  0.493  -2.719
H  3.661  -1.003  -2.898
H  2.942  -2.269  -1.864
H  -1.845  -1.105  2.739
H  -3.133  -0.189  1.063
C  4.672  -3.657  0.536
C  5.511  -2.704  -0.031
C  6.861  -2.982  -0.208
C  7.370  -4.219  0.173
C  6.530  -5.173  0.736
C  5.182  -4.891  0.921
H  3.621  -3.436  0.676
H  5.112  -1.742  -0.333
H  7.516  -2.237  -0.643
H  8.422  -4.438  0.031
H  6.927  -6.137  1.031
H  4.529  -5.633  1.365
C  -9.113  -0.827  -0.855
C  -8.275  0.104  -1.458
C  -6.942  -0.211  -1.696
C  -6.449  -1.461  -1.339
C  -7.288  -2.394  -0.739
C  -8.619  -2.075  -0.493
H  -10.152  -0.580  -0.668
H  -8.661  1.076  -1.743
H  -6.287  0.517  -2.160
H  -5.412  -1.708  -1.528
H  -6.904  -3.369  -0.462
H  -9.272  -2.800  -0.021

Record 2
Entry from the OMol25 dataset: a molecular structure, C23H32BrN8O6PRhS4 (the ωB97M-V functional and the def2-TZVPD basis).

## Properties
Spin multiplicity: 5
E_tot: -6402.8608 Ha
ΔE to the lowest compared entry with this formula, charge and spin: 0.0 kcal per mole
⟨S²⟩: 6.018
Charge: +3

Geometry (Å):
Rh  -0.223  0.413  0.896
S  -5.955  -1.672  3.930
C  -4.383  -1.920  3.390
S  -3.361  -0.782  2.595
C  -2.186  -2.048  2.361
N  -2.520  -3.184  2.882
N  -3.745  -3.092  3.463
C  -4.323  -4.206  4.134
C  -4.944  -3.976  5.365
C  -5.618  -5.025  5.981
C  -5.624  -6.273  5.387
C  -4.957  -6.491  4.177
C  -4.294  -5.460  3.541
S  -0.701  -1.815  1.497
H  -4.802  -3.034  5.883
H  -6.103  -4.868  6.934
H  -6.135  -7.096  5.868
H  -4.976  -7.473  3.726
H  -3.796  -5.605  2.593
Br  3.479  3.124  4.440
C  1.686  2.857  3.974
C  0.661  3.521  4.632
C  -0.647  3.280  4.238
C  -0.887  2.389  3.212
N  0.107  1.750  2.580
C  1.372  1.980  2.951
H  0.882  4.215  5.432
H  -1.472  3.783  4.722
H  -1.895  2.185  2.871
H  2.144  1.450  2.408
N  2.036  -3.573  0.688
C  2.962  -2.419  0.956
P  2.568  -1.155  -0.346
O  1.961  -1.973  -1.444
O  1.847  -0.005  0.298
C  4.150  -0.501  -1.035
N  4.018  -0.545  -2.524
H  1.852  -3.579  -0.332
H  1.132  -3.427  1.152
H  2.420  -4.469  0.993
H  3.986  -2.781  0.879
H  2.790  -2.048  1.964
H  5.001  -1.115  -0.745
H  4.328  0.524  -0.717
H  3.464  -1.377  -2.772
H  4.927  -0.581  -2.986
H  3.478  0.269  -2.901
C  4.281  3.123  -5.441
C  2.895  2.638  -5.846
S  1.885  2.400  -4.409
O  2.380  1.234  -3.667
O  1.767  3.636  -3.690
C  0.269  1.921  -5.031
C  -0.884  2.577  -4.269
N  -0.779  2.512  -2.804
C  -0.854  1.393  -2.056
N  -0.678  1.686  -0.772
C  -0.468  3.040  -0.682
C  -0.529  3.552  -1.929
N  -0.405  4.955  -2.266
O  0.110  5.640  -1.418
O  -0.819  5.325  -3.343
C  -1.069  0.026  -2.591
H  4.905  3.181  -6.331
H  4.758  2.438  -4.740
H  4.231  4.111  -4.988
H  2.912  1.690  -6.386
H  2.371  3.384  -6.447
H  0.243  0.834  -5.015
H  0.206  2.246  -6.070
H  -1.816  2.096  -4.565
H  -0.956  3.627  -4.526
H  -0.294  3.561  0.243
H  -1.901  -0.003  -3.295
H  -1.294  -0.650  -1.767
H  -0.171  -0.345  -3.087

Record 3
Entry from the OMol25 dataset: a molecular structure, C23H32CsN7SSe3Te2 (the ωB97M-V functional and the def2-TZVPD basis).

## Properties
E_tot: -9437.6654 Ha
ΔE to the lowest compared entry with this formula, charge and spin: 11.8 kcal per mole
Charge: -2

Geometry (Å):
Cs  1.380  -0.099  -0.191
Se  4.347  2.372  3.020
Se  3.393  4.239  1.989
Te  3.264  3.336  -0.402
Se  2.124  5.254  -1.543
N  -1.471  -0.020  -1.174
C  -2.568  0.283  -1.320
C  -3.934  0.690  -1.532
C  -4.584  1.438  -0.555
C  -5.893  1.836  -0.767
C  -6.544  1.491  -1.943
C  -5.889  0.748  -2.916
C  -4.580  0.343  -2.714
H  -4.057  1.705  0.351
H  -6.404  2.421  -0.013
H  -7.567  1.806  -2.105
H  -6.396  0.485  -3.835
H  -4.053  -0.233  -3.463
Te  2.785  -2.996  -2.149
C  2.099  -4.935  -1.645
C  2.459  -5.553  -0.442
C  2.033  -6.835  -0.123
C  1.226  -7.550  -0.998
C  0.852  -6.955  -2.197
C  1.280  -5.672  -2.511
H  3.089  -5.011  0.253
H  2.335  -7.280  0.820
H  0.894  -8.552  -0.751
H  0.220  -7.494  -2.894
H  0.979  -5.222  -3.449
C  3.390  1.225  6.766
C  1.964  0.918  7.205
C  1.062  2.139  7.042
C  1.380  -0.304  6.489
N  0.831  -0.044  5.165
C  1.398  0.193  3.975
N  0.442  0.324  3.084
N  -0.719  0.174  3.757
N  -0.503  -0.048  4.998
H  3.822  2.009  7.392
H  3.424  1.598  5.737
H  4.029  0.342  6.844
H  1.983  0.632  8.264
H  1.152  2.544  6.032
H  1.362  2.925  7.737
H  0.013  1.898  7.224
H  0.535  -0.698  7.052
H  2.131  -1.091  6.401
H  2.455  0.341  3.788
C  -1.139  3.215  -2.748
C  -0.156  3.167  -3.912
N  1.151  2.687  -3.514
C  1.781  1.570  -3.864
S  3.403  1.313  -3.502
N  1.094  0.600  -4.567
C  -0.205  0.079  -4.153
C  -1.064  -0.282  -5.355
H  -2.102  3.617  -3.074
H  -0.728  3.858  -1.967
H  -1.298  2.225  -2.313
H  -0.014  4.187  -4.281
H  -0.523  2.570  -4.749
H  1.680  3.344  -2.928
H  1.749  -0.141  -4.783
H  -0.711  0.817  -3.533
H  -0.052  -0.807  -3.527
H  -1.255  0.598  -5.971
H  -2.020  -0.705  -5.037
H  -0.560  -1.025  -5.975

Record 4
Entry from the OMol25 dataset: 10 unconnected molecules or ions with the total composition C23H32F7N10O5PS (the ωB97M-V functional and the def2-TZVPD basis).

## Properties
E_tot: -3257.6654 Ha
ΔE to the lowest compared entry with this formula, charge and spin: 0.0 kcal per mole
Structure (SMILES): CP(O)OC(=O)N(C(F)(F)C(F)F)S(=O)(=O)C(F)(F)F.CC#N.CC#N.CC#N.CC#N.CC#N.CC#N.CC#N.CC#N.CC#N

Geometry (Å):
C  5.171  -2.408  0.602
P  4.665  -0.653  -0.010
O  3.660  0.110  1.178
O  3.799  -0.972  -1.488
C  2.402  -0.688  -1.375
O  1.960  0.158  -2.202
N  1.506  -1.403  -0.387
C  0.463  -0.503  0.154
F  -0.596  -0.347  -0.816
F  0.934  0.835  0.393
C  -0.119  -0.988  1.605
F  -1.541  -1.169  1.574
F  0.095  0.072  2.563
S  0.862  -2.741  -1.288
O  1.993  -3.751  -1.401
O  0.485  -2.401  -2.716
C  -0.555  -3.638  -0.476
F  -1.825  -3.002  -0.641
F  -0.683  -4.878  -1.179
F  -0.314  -4.013  0.878
H  4.976  -3.147  -0.270
H  6.303  -2.416  0.776
H  4.560  -2.756  1.502
H  3.160  -0.556  1.703
H  0.444  -1.889  2.023
C  7.215  1.455  2.735
C  6.937  1.077  1.312
N  6.716  0.778  0.183
H  6.302  1.372  3.328
H  7.974  0.791  3.155
H  7.576  2.484  2.781
C  -3.437  -0.808  -2.563
C  -4.579  -1.113  -3.486
N  -5.483  -1.353  -4.209
H  -3.501  -1.439  -1.675
H  -2.489  -0.999  -3.068
H  -3.474  0.239  -2.258
C  1.181  -3.137  -5.950
C  0.887  -4.116  -7.048
N  0.656  -4.888  -7.913
H  0.659  -2.198  -6.140
H  0.847  -3.542  -4.993
H  2.254  -2.945  -5.901
C  -5.163  -4.241  -1.052
C  -4.966  -4.558  0.401
N  -4.810  -4.807  1.547
H  -4.206  -3.987  -1.510
H  -5.585  -5.106  -1.567
H  -5.845  -3.395  -1.157
C  1.581  3.638  2.109
C  1.762  3.315  3.562
N  1.904  3.060  4.709
H  2.545  3.885  1.661
H  1.157  2.778  1.588
H  0.909  4.488  1.998
C  -9.110  -2.049  0.524
C  -7.819  -1.678  -0.145
N  -6.801  -1.386  -0.672
H  -9.666  -1.146  0.781
H  -9.713  -2.660  -0.149
H  -8.906  -2.615  1.434
C  -0.277  7.728  1.895
C  1.036  7.114  1.508
N  2.070  6.629  1.203
H  -0.973  7.675  1.056
H  -0.701  7.192  2.745
H  -0.130  8.774  2.170
C  6.601  4.863  -0.479
C  6.766  4.530  0.973
N  6.897  4.266  2.118
H  7.570  5.110  -0.915
H  6.178  4.008  -1.009
H  5.931  5.718  -0.589
C  -5.745  0.500  2.401
C  -6.714  1.207  3.300
N  -7.479  1.765  4.009
H  -6.063  0.597  1.361
H  -4.750  0.935  2.511
H  -5.701  -0.559  2.661